1.
Entry from the OMol25 dataset: a 12-piece molecular cluster, C48H96O12 overall at a distorted geometry (the ωB97M-V functional and the def2-TZVPD basis).

Summary:
* frontier orbital gap: 9.87 eV
* HOMO level: -9.258 eV
* total energy: -75896.1032 eV

```
156
Properties=species:S:1:pos:R:3:lowdin_charge:R:1
C -24.6739 11.2874 -17.4022 -0.1855
C -24.0246 12.6706 -17.4807 -0.1591
C -24.0839 12.9530 -19.0067 -0.1727
O -25.1145 12.1036 -19.5468 -0.1428
C -25.7473 11.4600 -18.4600 -0.2087
H -25.0865 11.1536 -16.3977 0.0989
H -23.9542 10.4701 -17.4920 0.0938
H -23.0164 12.5807 -17.0822 0.0975
H -24.6813 13.2818 -16.8621 0.1128
H -23.1195 12.5798 -19.3622 0.0911
H -24.1116 14.0144 -19.2472 0.1150
H -26.2437 10.5594 -18.8223 0.1250
H -26.5139 12.1540 -18.0840 0.1258
C -25.6598 1.0384 -18.4492 -0.1780
C -25.6688 -0.0408 -19.5244 -0.1609
C -25.0229 0.7691 -20.6630 -0.1852
O -24.1745 1.7910 -20.0778 -0.1478
C -24.2959 1.6664 -18.6693 -0.2264
H -25.8275 0.7999 -17.3971 0.1155
H -26.4324 1.7689 -18.7137 0.1073
H -26.5835 -0.5377 -19.8372 0.1089
H -24.9947 -0.8426 -19.2056 0.1107
H -25.7768 1.3048 -21.2443 0.1152
H -24.3594 0.1893 -21.3070 0.1151
H -24.2976 2.6512 -18.1893 0.1085
H -23.4390 1.0788 -18.3161 0.1224
C -23.5478 1.9280 -11.6501 -0.1349
C -23.0410 2.6834 -12.8849 -0.1729
C -23.4409 1.7874 -14.0032 -0.2090
O -24.7692 1.4195 -13.6476 -0.1361
C -24.8060 1.1902 -12.2717 -0.2007
H -23.8085 2.5949 -10.8266 0.0855
H -22.8077 1.2519 -11.2183 0.1036
H -21.9618 2.8462 -12.9359 0.1071
H -23.6332 3.5987 -12.9547 0.1119
H -22.8415 0.8721 -14.1221 0.1307
H -23.3599 2.2483 -14.9895 0.0987
H -24.8061 0.1418 -11.9545 0.1120
H -25.6952 1.6439 -11.8245 0.1105
C -25.3742 5.5229 -9.8994 -0.1635
C -25.6994 6.5623 -10.9875 -0.1493
C -24.2860 6.9151 -11.4959 -0.2061
O -23.3932 6.6558 -10.4323 -0.1513
C -23.9988 5.8840 -9.3924 -0.1907
H -25.3821 4.6209 -10.5201 0.1004
H -26.0765 5.4085 -9.0747 0.1152
H -26.1308 7.4964 -10.6187 0.1110
H -26.3519 6.1153 -11.7331 0.0892
H -24.2325 7.9522 -11.8306 0.1103
H -24.0617 6.2663 -12.3524 0.0969
H -24.0587 6.5702 -8.5462 0.1209
H -23.4990 4.9421 -9.1582 0.1142
C -27.8320 3.2618 -15.0487 -0.1759
C -28.4715 3.4271 -16.4053 -0.1659
C -28.8730 4.9129 -16.4138 -0.1857
O -28.0251 5.4999 -15.4226 -0.1681
C -27.1211 4.5782 -14.7806 -0.1633
H -27.2117 2.3806 -14.8682 0.1056
H -28.6266 3.1885 -14.2931 0.1167
H -29.2694 2.7458 -16.6942 0.1137
H -27.6748 3.2860 -17.1473 0.0969
H -29.8630 5.0228 -15.9648 0.1130
H -28.8455 5.2985 -17.4310 0.1170
H -27.0260 4.8580 -13.7352 0.1117
H -26.1411 4.5763 -15.2616 0.0990
C -29.1989 8.5137 -13.1665 -0.1565
C -27.7249 8.7966 -13.4051 -0.1578
C -27.5740 9.0434 -14.9187 -0.2024
O -28.8933 9.3031 -15.3652 -0.1302
C -29.8033 8.5610 -14.5569 -0.1977
H -29.5972 9.3204 -12.5556 0.1077
H -29.3104 7.5166 -12.7403 0.1102
H -27.0194 8.0432 -13.0589 0.0863
H -27.5066 9.7552 -12.9284 0.1083
H -27.1777 8.1349 -15.3896 0.0933
H -26.8528 9.8395 -15.1025 0.1053
H -29.9188 7.5580 -14.9824 0.1055
H -30.7826 9.0397 -14.5494 0.1182
C -23.0074 7.2530 -16.1884 -0.1507
C -23.1471 5.9373 -16.9269 -0.1572
C -23.3813 4.9132 -15.8523 -0.1827
O -24.0549 5.6665 -14.8146 -0.1707
C -24.0267 7.0699 -15.0587 -0.1739
H -23.1272 8.1045 -16.8615 0.0966
H -22.0150 7.4401 -15.7707 0.0834
H -22.2184 5.6629 -17.4374 0.0949
H -23.9559 6.0052 -17.6557 0.1231
H -22.4483 4.4989 -15.4615 0.1098
H -23.9845 4.0833 -16.2270 0.1008
H -23.7771 7.5711 -14.1277 0.0878
H -24.9601 7.4550 -15.4878 0.1129
C -19.0306 5.2011 -11.1674 -0.1537
C -20.5582 5.2813 -11.4208 -0.1557
C -20.6262 5.4220 -12.9236 -0.2078
O -19.5222 4.6684 -13.4538 -0.1629
C -18.4974 4.5722 -12.4521 -0.1800
H -18.8166 4.6640 -10.2446 0.1084
H -18.7085 6.2307 -11.0011 0.1063
H -20.9606 6.1077 -10.8421 0.1030
H -21.0159 4.3386 -11.1117 0.1080
H -20.4550 6.4660 -13.2255 0.0989
H -21.6624 5.2800 -13.2444 0.1046
H -17.6381 5.1588 -12.7795 0.1143
H -18.2588 3.5216 -12.2977 0.1170
C -22.3316 8.8660 -19.9987 -0.1539
C -22.3103 10.1899 -20.8124 -0.1452
C -21.7299 9.7632 -22.1680 -0.1977
O -21.0748 8.5229 -21.9063 -0.1511
C -21.9921 7.8290 -21.0700 -0.2081
H -23.2574 8.5657 -19.5021 0.1019
H -21.5490 8.8530 -19.2409 0.0880
H -21.7410 10.9494 -20.2807 0.0971
H -23.3197 10.6003 -20.8936 0.0989
H -20.9720 10.4976 -22.4434 0.1166
H -22.4223 9.6406 -23.0022 0.1189
H -21.4986 6.9342 -20.6933 0.1202
H -22.8519 7.5567 -21.6951 0.1227
C -18.6099 2.3386 -16.4698 -0.1615
C -19.1426 2.4894 -17.8996 -0.1585
C -20.5765 2.9213 -17.6768 -0.1871
O -20.9703 2.1115 -16.5552 -0.1588
C -19.8354 1.8274 -15.7297 -0.1954
H -18.2846 3.3087 -16.0904 0.0999
H -17.7492 1.6717 -16.4973 0.1108
H -19.0311 1.5691 -18.4686 0.1152
H -18.5511 3.2833 -18.3665 0.1105
H -21.2529 2.7505 -18.5182 0.1168
H -20.7460 3.9871 -17.4740 0.0977
H -19.7872 0.7402 -15.6442 0.1184
H -19.8908 2.3048 -14.7498 0.0996
C -20.4190 9.9259 -13.2303 -0.1599
C -20.7721 10.5514 -14.5682 -0.1602
C -22.2657 10.8446 -14.4916 -0.2044
O -22.6214 10.5502 -13.1654 -0.1207
C -21.7641 9.5472 -12.6402 -0.1912
H -19.8422 10.6198 -12.6141 0.1133
H -19.7227 9.0910 -13.3657 0.0949
H -20.4876 9.8800 -15.3874 0.0957
H -20.1791 11.4315 -14.8300 0.1102
H -22.8146 10.2249 -15.2155 0.1006
H -22.4482 11.8603 -14.8463 0.1113
H -22.1005 8.5650 -13.0078 0.0974
H -21.8240 9.4697 -11.5566 0.1275
C -17.9713 7.2973 -15.9099 -0.1587
C -17.8957 8.1799 -17.1563 -0.1547
C -18.9116 7.5346 -18.0769 -0.2002
O -19.9204 6.9619 -17.2442 -0.1664
C -19.3918 6.7375 -15.9103 -0.1762
H -17.7245 7.8306 -14.9914 0.1070
H -17.2111 6.5196 -16.0272 0.1099
H -16.8799 8.3119 -17.5202 0.1137
H -18.2592 9.1691 -16.8586 0.1067
H -18.5366 6.7296 -18.7207 0.1203
H -19.3749 8.2476 -18.7614 0.1060
H -19.3988 5.6756 -15.6775 0.1006
H -20.0445 7.3308 -15.2691 0.0822
```

---

2.
Entry from the OMol25 dataset: a 12-piece molecular cluster, C48H96O26 overall at a distorted geometry (the ωB97M-V functional and the def2-TZVPD basis).

Summary:
* frontier orbital gap (spin up / spin down): 8.83 / 2.53 eV
* HOMO level (spin up / spin down): -10.927 / -10.927 eV
* multiplicity: 2
* total energy: -104553.3225 eV
* total charge: +1

```
170
Properties=species:S:1:pos:R:3:lowdin_spin:R:1
C 1.5595 -0.3885 6.4294 0.0000
C 0.9170 -0.9417 5.0755 0.0000
O 0.0663 -2.1247 5.3166 0.0003
C -1.2615 -2.0052 5.7027 0.0003
O -1.8585 -0.9485 5.9134 0.0020
O -1.7165 -3.2589 5.9245 0.0000
C -2.9566 -3.4421 6.4736 0.0000
H 2.1534 0.5155 6.2950 0.0000
H 2.2785 -1.1629 6.6967 0.0000
H 0.8598 -0.1418 7.2279 0.0000
H 1.6685 -1.2598 4.3529 0.0000
H 0.4106 -0.0497 4.7068 0.0000
H -3.6974 -3.0628 5.7697 0.0000
H -3.1087 -3.1041 7.4986 0.0000
H -3.0821 -4.5249 6.4782 0.0000
C -1.1827 -1.1569 2.0142 0.0007
C 0.2369 -1.4095 1.4903 0.0002
O 1.0479 -0.2605 1.5051 0.0001
C 0.7865 0.8081 0.5677 0.0000
O 1.4779 1.8352 0.5253 0.0000
O -0.2672 0.5249 -0.3169 0.0000
C -0.4657 1.4727 -1.3697 0.0000
H -1.8414 -0.7114 1.2687 0.0000
H -1.0635 -0.5351 2.9015 0.0003
H -1.5596 -2.1118 2.3805 0.0001
H 0.2831 -1.8657 0.5014 0.0001
H 0.6971 -2.1402 2.1554 0.0000
H -0.3896 2.4763 -0.9513 0.0000
H -1.4830 1.3080 -1.7247 0.0000
H 0.1148 1.4214 -2.2909 0.0000
C 5.8269 1.4509 -0.0010 0.0000
C 4.8226 1.4634 1.1430 0.0000
O 4.6573 0.1957 1.6873 0.0000
C 5.0551 -0.0475 2.9625 0.0000
O 5.6231 0.6983 3.8033 0.0000
O 4.6990 -1.3119 3.1623 0.0000
C 4.8180 -1.8939 4.4538 0.0000
H 6.8615 1.2407 0.2702 0.0000
H 5.9479 2.4527 -0.4131 0.0000
H 5.4470 0.7245 -0.7194 0.0000
H 3.8022 1.6976 0.8396 0.0000
H 5.0158 2.2482 1.8742 0.0000
H 5.7800 -1.6402 4.8991 0.0000
H 4.8946 -2.9805 4.4936 0.0000
H 4.1086 -1.4562 5.1561 0.0000
C 1.1140 4.4768 -2.6814 0.0000
C 1.4895 5.0588 -4.1052 0.0000
O 0.5393 6.0290 -4.4530 0.0000
C 0.7830 6.8097 -5.5324 0.0000
O 1.7730 6.7675 -6.2318 0.0000
O -0.2971 7.6216 -5.6828 0.0000
C -0.2720 8.5908 -6.6999 0.0000
H 1.2721 5.3124 -1.9996 0.0000
H 1.9143 3.7428 -2.5873 0.0000
H 0.1505 3.9708 -2.6192 0.0000
H 1.5425 4.2945 -4.8805 0.0000
H 2.4610 5.5527 -4.0912 0.0000
H -0.0646 8.1444 -7.6725 0.0000
H 0.4760 9.3836 -6.6880 0.0000
H -1.1853 9.1838 -6.7489 0.0000
C -6.3845 -2.7010 -1.1007 -0.0001
C -4.8538 -2.8909 -0.9079 -0.0004
O -4.1262 -2.5466 -2.0934 -0.0001
C -2.7598 -2.5124 -2.1485 0.0000
O -1.9954 -2.7685 -1.2499 0.0000
O -2.4436 -1.9175 -3.3805 0.0000
C -1.1297 -1.7998 -3.8728 0.0000
H -6.6380 -1.6917 -1.4250 0.0000
H -6.7720 -2.8998 -0.1015 0.0000
H -6.7986 -3.4412 -1.7853 0.0000
H -4.6886 -3.8852 -0.4931 0.0000
H -4.5812 -2.2889 -0.0410 -0.0005
H -0.5624 -2.7119 -3.6880 0.0000
H -0.6132 -1.0124 -3.3238 0.0000
H -1.1538 -1.5532 -4.9342 0.0000
C 6.8538 -2.9277 -0.5532 0.0000
C 6.1722 -2.8010 -1.9257 0.0000
O 5.2146 -1.7618 -1.8569 0.0000
C 4.1431 -1.7438 -2.7300 0.0000
O 3.9216 -2.5178 -3.7104 0.0000
O 3.3658 -0.7196 -2.4352 0.0000
C 2.1653 -0.5077 -3.0676 0.0000
H 6.1798 -3.0603 0.2931 0.0000
H 7.3930 -2.0152 -0.2987 0.0000
H 7.4948 -3.8089 -0.5270 0.0000
H 5.6489 -3.7122 -2.2152 0.0000
H 6.8519 -2.6829 -2.7695 0.0000
H 1.2940 -0.9719 -2.6055 0.0000
H 2.0882 -0.7477 -4.1280 0.0000
H 1.9652 0.5631 -3.0311 0.0000
C -2.9906 3.2420 -4.4866 0.0000
C -2.5941 1.9111 -5.0379 0.0000
O -1.5449 2.0985 -5.9832 0.0000
C -0.2738 1.7916 -5.7384 0.0000
O 0.1603 1.3654 -4.6855 0.0000
O 0.4179 1.7946 -6.8572 0.0000
C 1.7485 1.3325 -6.9291 0.0000
H -3.7085 3.1054 -3.6779 0.0000
H -3.3326 3.9706 -5.2215 0.0000
H -2.1660 3.7777 -4.0161 0.0000
H -3.4792 1.4303 -5.4545 0.0000
H -2.1694 1.4755 -4.1335 0.0000
H 2.0405 0.4289 -6.3939 0.0000
H 2.5196 2.0326 -6.6077 0.0000
H 2.0016 1.2346 -7.9848 0.0000
C -3.8669 2.0541 -0.3274 0.0007
C -4.9911 1.2980 -0.9866 0.0049
C -5.7735 0.7953 0.1773 0.0308
O -5.6079 1.7935 1.1627 0.1599
C -4.4414 2.5869 0.9563 0.0083
H -3.4835 2.8515 -0.9640 -0.0001
H -3.0726 1.3489 -0.0825 0.0003
H -4.7212 0.4648 -1.6353 -0.0003
H -5.5876 2.0109 -1.5558 0.0012
H -5.3588 -0.1232 0.5926 0.0135
H -6.8362 0.6832 -0.0378 0.0070
H -3.7259 2.4933 1.7732 0.0041
H -4.8339 3.5934 0.8118 0.0057
C 4.8964 6.8826 0.5890 0.0000
C 3.9736 6.0486 1.4013 0.0000
C 3.3941 5.0688 0.4272 0.0000
O 4.5500 4.6814 -0.2630 0.0000
C 5.4615 5.7615 -0.3484 0.0000
H 5.6417 7.4696 1.1257 0.0000
H 4.4176 7.6375 -0.0347 0.0000
H 3.1175 6.4941 1.9079 0.0000
H 4.5379 5.4947 2.1516 0.0000
H 2.6229 5.5121 -0.2027 0.0000
H 2.9568 4.2551 1.0056 0.0000
H 5.5461 6.0664 -1.3915 0.0000
H 6.4674 5.5821 0.0312 0.0000
C 3.2764 -3.6251 -0.0135 0.0000
C 2.8385 -4.3244 1.2325 0.0000
C 1.9946 -5.5085 0.6755 0.0000
O 1.4193 -5.0451 -0.5068 0.0000
C 2.0295 -3.7606 -0.8828 0.0000
H 4.0145 -4.3001 -0.4467 0.0000
H 3.6252 -2.5937 0.0394 0.0000
H 2.2395 -3.6450 1.8389 0.0000
H 3.7650 -4.4973 1.7800 0.0000
H 1.2290 -5.7634 1.4083 0.0000
H 2.6621 -6.3627 0.5621 0.0000
H 1.4000 -2.8748 -0.7973 0.0000
H 2.2393 -3.6862 -1.9499 0.0000
C -6.0837 -0.8480 4.7134 0.0185
C -4.9465 0.1414 4.5917 0.0046
C -4.1248 -0.2951 3.3808 0.0629
O -4.9481 -1.2704 2.7277 0.4917
C -6.2644 -1.2259 3.2159 0.0690
H -7.0063 -0.4222 5.1078 0.0002
H -5.7287 -1.7065 5.2834 0.0004
H -4.3448 0.3022 5.4863 0.0008
H -5.3538 1.1413 4.4423 0.0018
H -3.1708 -0.6967 3.7225 0.0242
H -4.0113 0.5419 2.6919 0.0352
H -6.8881 -2.0903 2.9882 0.0078
H -6.7195 -0.4207 2.6393 0.0434
C -2.6893 -4.9292 2.7200 0.0002
C -3.1996 -6.3232 2.6292 0.0000
C -3.7165 -6.4523 1.2650 0.0000
O -3.2557 -5.2573 0.5813 0.0000
C -2.2401 -4.6271 1.3200 0.0000
H -1.8865 -4.8444 3.4524 0.0000
H -3.3849 -4.1802 3.0984 0.0001
H -3.9163 -6.4074 3.4462 0.0000
H -2.3774 -7.0372 2.6769 0.0000
H -4.8035 -6.5202 1.3093 0.0000
H -3.2064 -7.3234 0.8536 0.0000
H -2.0776 -3.5615 1.1581 0.0000
H -1.2319 -4.9971 1.1337 0.0000
```